(1)
Formula: C24H14Cl5F2IrN2O3
Source: OMol25
Level of theory: wB97M-V/def2-TZVPD

Values from the calculation:
Net charge: +1
Total energy: -3862.9558 Eh
HOMO level (alpha / beta): -10.9 / -10.9 eV
2S+1: 2
Gap between HOMO and LUMO (alpha / beta): 0.2285 / 0.1685 Ha
Energy relative to the best compared isomer or geometry (same formula, charge and spin): 0.000 eV

Positions of all 51 atoms, in Å:
1 Ir -1.16495 -0.05480 -0.05879
2 C -2.72553 -2.56315 1.08347
3 O -1.46368 -1.88242 1.19410
4 C -0.31752 -2.59652 0.93631
5 C -0.20965 -3.97772 0.90483
6 C 1.04318 -4.54919 0.72981
7 C 2.19450 -3.77160 0.59358
8 C 2.09855 -2.39530 0.62133
9 C 0.84095 -1.82500 0.76750
10 N 0.56562 -0.44664 0.73513
11 N 1.41133 0.36100 1.22998
12 C 1.11884 1.65904 1.45205
13 C -0.24992 2.16875 1.55659
14 O -1.25614 1.43933 1.27720
15 C -0.47165 3.49005 2.04987
16 C 0.58170 4.27793 2.34943
17 C 1.94733 3.82650 2.23565
18 C 3.00482 4.67663 2.56247
19 C 4.31012 4.23506 2.47910
20 C 4.58220 2.92680 2.06847
21 C 3.55443 2.07323 1.73710
22 C 2.22037 2.50938 1.81158
23 H -2.81878 -3.30538 1.87492
24 H -2.81510 -3.02109 0.09956
25 H -3.48745 -1.80089 1.20735
26 H -1.07941 -4.60422 1.03015
27 H 1.12355 -5.62752 0.70362
28 H 3.15569 -4.24345 0.44997
29 H 2.96287 -1.76093 0.48887
30 H -1.49516 3.82515 2.13436
31 H 0.41248 5.29243 2.68984
32 H 2.78725 5.68706 2.88487
33 H 5.12384 4.89950 2.73492
34 H 5.60598 2.58372 2.01102
35 H 3.76598 1.06236 1.41960
36 Cl -4.61236 -0.87635 -6.13357
37 C -3.61584 -1.06722 -4.74911
38 C -3.92851 -0.39962 -3.57105
39 Cl -5.30332 0.61904 -3.45024
40 C -3.09938 -0.57422 -2.47861
41 Cl -3.42293 0.25718 -0.96766
42 C -1.96488 -1.38268 -2.48158
43 O -1.22485 -1.55862 -1.39282
44 C -1.66346 -2.03617 -3.67789
45 Cl -0.25767 -3.02709 -3.71221
46 C -2.48087 -1.88349 -4.79331
47 Cl -2.08102 -2.70173 -6.24507
48 F -1.20836 2.35487 -1.50635
49 C -0.38583 1.28824 -1.34724
50 F -0.17863 0.75523 -2.56345
51 H 0.57125 1.66452 -0.97566

For reference, the natural (NBO) charges in units of e are: number 1, Ir, carries 1.018; number 2, C, carries -0.258; number 3, O, carries -0.527; number 4, C, carries 0.321; number 5, C, carries -0.264; number 6, C, carries -0.135; number 7, C, carries -0.207; number 8, C, carries -0.185; number 9, C, carries 0.105; number 10, N, carries -0.113; number 11, N, carries -0.148; number 12, C, carries 0.092; number 13, C, carries 0.433; number 14, O, carries -0.539; number 15, C, carries -0.281; number 16, C, carries -0.060; number 17, C, carries -0.094; number 18, C, carries -0.154; number 19, C, carries -0.160; number 20, C, carries -0.186; number 21, C, carries -0.164; number 22, C, carries 0.005; number 23, H, carries 0.207; number 24, H, carries 0.213; number 25, H, carries 0.216; number 26, H, carries 0.240; number 27, H, carries 0.237; number 28, H, carries 0.239; number 29, H, carries 0.242; number 30, H, carries 0.253; number 31, H, carries 0.237; number 32, H, carries 0.229; number 33, H, carries 0.236; number 34, H, carries 0.235; number 35, H, carries 0.232; number 36, Cl, carries 0.084; number 37, C, carries -0.109; number 38, C, carries -0.055; number 39, Cl, carries 0.083; number 40, C, carries -0.158; number 41, Cl, carries 0.158; number 42, C, carries 0.377; number 43, O, carries -0.736; number 44, C, carries -0.136; number 45, Cl, carries 0.067; number 46, C, carries -0.048; number 47, Cl, carries 0.092; number 48, F, carries -0.351; number 49, C, carries 0.440; number 50, F, carries -0.336; number 51, H, carries 0.114



(2)
Formula: C5H12O3Si
Source: OMol25
Level of theory: wB97M-V/def2-TZVPD

Values from the calculation:
SMILES: C[Si](C)(O)O.CC=C=O
Total energy: -712.9582 Eh
HOMO level: -8.6 eV
2S+1: 1
Gap between HOMO and LUMO: 0.3266 Ha
Energy relative to the best compared isomer or geometry (same formula, charge and spin): 1.532 eV

Positions of all 21 atoms, in Å:
1 C -2.75857 -0.87928 -0.82545
2 Si -1.59002 0.21512 0.17954
3 C -2.66204 1.46561 1.09206
4 O -0.71763 -0.68953 1.21110
5 O -0.62014 1.07232 -0.83027
6 H -2.95113 -1.71066 -0.10621
7 H -3.81943 -0.31209 -0.87675
8 H -2.35138 -1.18202 -1.73299
9 H -3.78893 1.11531 1.06952
10 H -2.31172 1.53493 2.07627
11 H -2.62974 2.58097 0.65252
12 H 0.00175 -1.27732 0.85971
13 H -0.93387 1.05516 -1.74640
14 C 2.75105 -0.96488 -0.41234
15 C 2.31690 0.50706 -0.62152
16 C 2.97260 1.35309 -1.37820
17 O 3.52209 2.28158 -1.84993
18 H 2.00555 -1.44576 0.25083
19 H 2.82929 -1.50920 -1.31474
20 H 3.81169 -0.92577 -0.05947
21 H 1.15435 0.63316 -0.56842

For reference, the natural (NBO) charges in units of e are: number 1, C, carries -1.162; number 2, Si, carries 2.081; number 3, C, carries -1.161; number 4, O, carries -1.096; number 5, O, carries -1.095; number 6, H, carries 0.246; number 7, H, carries 0.243; number 8, H, carries 0.228; number 9, H, carries 0.238; number 10, H, carries 0.238; number 11, H, carries 0.254; number 12, H, carries 0.508; number 13, H, carries 0.507; number 14, C, carries -0.593; number 15, C, carries -0.587; number 16, C, carries 0.695; number 17, O, carries -0.475; number 18, H, carries 0.194; number 19, H, carries 0.207; number 20, H, carries 0.220; number 21, H, carries 0.311



(3)
Formula: C39H68Cl3GeN2O3S5SbSi3Ti
Source: OMol25
Level of theory: wB97M-V/def2-TZVPD

Values from the calculation:
Total energy: -9268.9586 Eh
HOMO level: -7.1 eV
2S+1: 1
Gap between HOMO and LUMO: 0.2540 Ha
Energy relative to the best compared isomer or geometry (same formula, charge and spin): 0.710 eV

Positions of all 126 atoms, in Å:
1 Ti 0.41246 -0.43219 1.74006
2 S -4.82475 -5.35246 0.59729
3 C -3.51295 -4.40403 0.85593
4 S -2.87356 -4.03851 2.42250
5 C -1.57816 -2.98800 1.90134
6 C -1.47515 -2.78899 0.57307
7 S -0.20809 -1.82402 -0.12450
8 S -2.64832 -3.61001 -0.41864
9 S -0.48829 -2.24467 3.02524
10 Cl 4.66707 -3.63126 7.02504
11 C 3.78828 -2.68177 5.86986
12 C 3.71059 -3.10232 4.55617
13 C 3.00749 -2.33450 3.64571
14 Cl 2.93185 -2.87369 2.00824
15 C 2.36346 -1.14273 3.99907
16 O 1.69109 -0.40591 3.11968
17 C 2.47486 -0.76248 5.34236
18 Cl 1.71342 0.69405 5.88704
19 C 3.17303 -1.51198 6.27245
20 H 4.18682 -4.01739 4.23608
21 H 3.22795 -1.18085 7.29901
22 C -3.58739 4.53464 -0.12120
23 C -3.18371 4.21027 1.31182
24 C -2.68827 2.77580 1.45883
25 C -2.18191 2.43283 2.85319
26 Ge -1.67514 0.53266 3.16603
27 C -3.35102 -0.51335 3.30238
28 C -4.44589 0.12310 4.17018
29 C -5.42912 1.01059 3.41607
30 C -6.51977 1.56884 4.32150
31 H -3.95904 5.55542 -0.21871
32 H -4.37214 3.85738 -0.46493
33 H -2.73994 4.41770 -0.80150
34 H -4.03407 4.36530 1.98428
35 H -2.40927 4.90807 1.64787
36 H -1.91933 2.56247 0.71139
37 H -3.50976 2.10669 1.19157
38 H -2.95552 2.63451 3.60434
39 H -1.35332 3.09045 3.13535
40 H -1.11968 0.55351 4.61558
41 H -3.03515 -1.45064 3.75968
42 H -3.74335 -0.78006 2.31761
43 H -3.99997 0.69666 4.99155
44 H -5.02103 -0.67551 4.65146
45 H -5.88397 0.42573 2.60880
46 H -4.90025 1.83607 2.93727
47 H -7.09610 0.76350 4.78142
48 H -7.21398 2.20519 3.77108
49 H -6.08683 2.16572 5.12741
50 C 0.47659 4.02278 1.15984
51 C 0.81679 2.73727 1.83798
52 C 1.62618 2.78120 3.08865
53 O 0.44962 1.65690 1.37927
54 H 1.40004 4.47661 0.78820
55 H 0.06628 4.71578 1.89544
56 H -0.22013 3.88049 0.34137
57 H 1.82244 3.79788 3.42054
58 H 2.56915 2.25613 2.92123
59 H 1.10261 2.21699 3.86164
60 C 6.09086 1.11382 -0.76715
61 Si 4.60286 1.27032 0.36053
62 C 5.02390 0.60239 2.05777
63 C 4.13959 3.09473 0.46626
64 Sb 2.59247 -0.06718 -0.47730
65 Si 1.80839 1.23133 -2.54295
66 C 3.19268 2.21707 -3.33646
67 C 0.45692 2.42522 -2.02656
68 C 1.10796 -0.03725 -3.73145
69 Si 3.82548 -1.95619 -1.73044
70 C 4.67319 -1.26617 -3.25657
71 C 5.16570 -2.72759 -0.66833
72 C 2.58828 -3.25549 -2.25840
73 H 6.89530 1.75534 -0.39565
74 H 5.85453 1.42721 -1.78552
75 H 6.46956 0.09129 -0.80150
76 H 5.88574 1.13039 2.47496
77 H 5.26615 -0.46203 2.01282
78 H 4.18525 0.71174 2.74865
79 H 4.59121 3.55600 1.34824
80 H 3.06197 3.24803 0.51711
81 H 4.50436 3.63138 -0.41185
82 H 3.64047 2.90884 -2.62009
83 H 2.78277 2.81182 -4.15827
84 H 3.98477 1.58608 -3.74073
85 H 0.88937 3.37674 -1.70926
86 H -0.15256 2.03090 -1.21123
87 H -0.20291 2.62224 -2.87619
88 H 1.88660 -0.51034 -4.33146
89 H 0.39767 0.44471 -4.40913
90 H 0.56666 -0.82879 -3.20504
91 H 5.55228 -0.67400 -2.99862
92 H 4.01634 -0.65575 -3.87405
93 H 5.00727 -2.11108 -3.86689
94 H 5.69499 -1.99715 -0.05502
95 H 5.89607 -3.20007 -1.33192
96 H 4.77425 -3.49691 -0.00551
97 H 2.05544 -2.93858 -3.15776
98 H 1.85157 -3.46322 -1.48154
99 H 3.11770 -4.18429 -2.48941
100 C -0.32449 -2.04145 -6.41969
101 C -1.82881 -2.23208 -6.27544
102 N -2.33646 -2.04698 -4.91661
103 C -2.60192 -3.24301 -4.12495
104 C -1.34380 -4.01746 -3.75718
105 C -2.47762 -0.77418 -4.47230
106 O -2.10389 0.18974 -5.12999
107 C -3.09735 -0.54716 -3.12280
108 C -4.39388 -0.92897 -2.80490
109 C -4.89401 -0.59913 -1.55768
110 C -4.07418 0.09157 -0.67559
111 N -2.83015 0.46692 -0.96427
112 C -2.37122 0.15524 -2.17200
113 H -0.02542 -2.24059 -7.45020
114 H 0.23150 -2.71488 -5.76718
115 H -0.05403 -1.01713 -6.17498
116 H -2.12002 -3.23764 -6.58553
117 H -2.34242 -1.51992 -6.92186
118 H -3.28789 -3.88323 -4.68779
119 H -3.11504 -2.95057 -3.21423
120 H -0.83086 -4.40281 -4.63891
121 H -1.60724 -4.86575 -3.12423
122 H -0.65233 -3.38099 -3.20037
123 H -4.99837 -1.47463 -3.51981
124 H -5.89569 -0.87965 -1.26220
125 H -4.43992 0.35170 0.31200
126 H -1.35936 0.46561 -2.40298

Results of the Mulliken charge analysis, in e, for atoms 1 through 99: number 1, Ti, carries 0.525; number 2, S, carries -0.243; number 3, C, carries 0.011; number 4, S, carries -0.147; number 5, C, carries 0.417; number 6, C, carries -0.889; number 7, S, carries -0.500; number 8, S, carries 0.171; number 9, S, carries -0.528; number 10, Cl, carries -0.226; number 11, C, carries 0.325; number 12, C, carries -0.832; number 13, C, carries 1.166; number 14, Cl, carries -0.101; number 15, C, carries -2.308; number 16, O, carries 0.944; number 17, C, carries 0.978; number 18, Cl, carries -0.231; number 19, C, carries -0.859; number 20, H, carries 0.482; number 21, H, carries 0.492; number 22, C, carries -1.257; number 23, C, carries -0.728; number 24, C, carries 2.258; number 25, C, carries -1.291; number 26, Ge, carries 1.199; number 27, C, carries -0.198; number 28, C, carries -1.281; number 29, C, carries 0.790; number 30, C, carries -1.631; number 31, H, carries 0.435; number 32, H, carries 0.271; number 33, H, carries 0.196; number 34, H, carries 0.415; number 35, H, carries 0.301; number 36, H, carries -1.331; number 37, H, carries -0.121; number 38, H, carries 0.783; number 39, H, carries 0.337; number 40, H, carries -0.247; number 41, H, carries 0.351; number 42, H, carries 0.271; number 43, H, carries 0.296; number 44, H, carries 0.506; number 45, H, carries 0.266; number 46, H, carries -0.332; number 47, H, carries 0.362; number 48, H, carries 0.414; number 49, H, carries 0.349; number 50, C, carries -1.134; number 51, C, carries 0.660; number 52, C, carries -0.667; number 53, O, carries 1.186; number 54, H, carries 0.569; number 55, H, carries 0.426; number 56, H, carries -0.143; number 57, H, carries 0.629; number 58, H, carries -0.190; number 59, H, carries -0.081; number 60, C, carries -1.120; number 61, Si, carries 0.751; number 62, C, carries -0.559; number 63, C, carries -0.662; number 64, Sb, carries -2.945; number 65, Si, carries 0.497; number 66, C, carries -1.050; number 67, C, carries -0.320; number 68, C, carries -0.389; number 69, Si, carries 0.683; number 70, C, carries -1.033; number 71, C, carries -1.121; number 72, C, carries -0.654; number 73, H, carries 0.434; number 74, H, carries 0.287; number 75, H, carries 0.266; number 76, H, carries 0.487; number 77, H, carries 0.199; number 78, H, carries -0.232; number 79, H, carries 0.440; number 80, H, carries -0.307; number 81, H, carries 0.569; number 82, H, carries 0.208; number 83, H, carries 0.438; number 84, H, carries 0.320; number 85, H, carries 0.554; number 86, H, carries -0.695; number 87, H, carries 0.667; number 88, H, carries 0.588; number 89, H, carries 0.450; number 90, H, carries -0.416; number 91, H, carries 0.285; number 92, H, carries 0.152; number 93, H, carries 0.457; number 94, H, carries 0.215; number 95, H, carries 0.430; number 96, H, carries 0.363; number 97, H, carries -0.070; number 98, H, carries 0.166; number 99, H, carries 0.563



(4)
Formula: C5H15NO2
Source: OMol25
Level of theory: wB97M-V/def2-TZVPD

Values from the calculation:
SMILES: CCCCNCO.O
Total energy: -404.6326 Eh
HOMO level: -9.0 eV
2S+1: 1
Gap between HOMO and LUMO: 0.3631 Ha
Energy relative to the best compared isomer or geometry (same formula, charge and spin): 3.332 eV

Positions of all 23 atoms, in Å:
1 C 1.00568 2.93667 2.14045
2 C 1.07607 1.95282 0.98363
3 C 0.23283 0.60604 1.09304
4 C 0.43113 -0.39064 -0.04250
5 N -0.74637 -1.25328 -0.29656
6 C -0.41408 -2.72903 -0.56340
7 O 0.42220 -3.25535 0.36472
8 H 1.67692 3.71150 2.07207
9 H 1.10446 2.41914 3.12727
10 H 0.00519 3.35281 2.21569
11 H 0.98762 2.51941 0.10940
12 H 2.17777 1.65438 0.74063
13 H -0.79675 0.92645 1.01407
14 H 0.44951 0.03263 2.11382
15 H 0.75117 0.13690 -1.00349
16 H 1.42460 -1.03913 0.11019
17 H -1.48660 -1.28425 0.44360
18 H -1.25908 -3.51021 -0.58814
19 H 0.26458 -2.79164 -1.55052
20 H 0.67936 -2.89221 1.13861
21 O -2.35567 -0.07227 -4.50885
22 H -3.30904 -0.14430 -5.01444
23 H -2.32150 -0.88645 -4.09929

For reference, the natural (NBO) charges in units of e are: number 1, C, carries -0.599; number 2, C, carries -0.393; number 3, C, carries -0.408; number 4, C, carries -0.226; number 5, N, carries -0.667; number 6, C, carries 0.103; number 7, O, carries -0.762; number 8, H, carries 0.212; number 9, H, carries 0.198; number 10, H, carries 0.200; number 11, H, carries 0.208; number 12, H, carries 0.185; number 13, H, carries 0.204; number 14, H, carries 0.197; number 15, H, carries 0.193; number 16, H, carries 0.174; number 17, H, carries 0.363; number 18, H, carries 0.182; number 19, H, carries 0.152; number 20, H, carries 0.483; number 21, O, carries -0.923; number 22, H, carries 0.462; number 23, H, carries 0.460